(1)
{"formula": "C5H14BClHgIrN", "method": "the ωB97M-V functional and the def2-TZVPD basis", "max_force_ha_per_bohr": 0.055, "lumo_ev": [5.163, 5.087], "multiplicity": 5, "total_charge": -2, "e_tot_ev": -27109.1064, "elements": ["Ir", "Cl", "C", "C", "H", "H", "H", "H", "H", "H", "Hg", "C", "C", "H", "H", "H", "H", "H", "B", "C", "N", "H", "H", "H"], "coordinates": [[1.268, -1.669, -2.802], [2.728, -2.590, -1.382], [1.375, 0.140, -3.583], [-0.691, -1.891, -3.019], [0.422, 0.652, -3.363], [2.206, 0.608, -3.019], [1.605, 0.131, -4.661], [-1.152, -0.880, -2.972], [-0.992, -2.493, -2.130], [-0.967, -2.428, -3.950], [-1.838, 0.384, 0.755], [-2.587, -1.245, 1.842], [-1.106, 1.949, -0.287], [-3.674, -1.144, 1.739], [-2.209, -2.205, 1.461], [-2.255, -1.053, 2.870], [-1.529, 2.189, -1.283], [-0.085, 2.329, -0.063], [1.937, 1.579, 4.374], [0.897, 1.430, 3.222], [0.128, 1.358, 2.349], [2.877, 0.856, 4.102], [1.380, 1.241, 5.402], [2.262, 2.752, 4.400]], "forces_ev_per_angstrom": [[0.988, -1.490, 0.388], [1.247, -0.846, 1.012], [0.984, 2.492, -0.822], [-2.493, -1.002, 0.199], [0.418, 0.094, -0.149], [-0.354, 0.397, -0.478], [-0.159, 0.277, 0.075], [-0.001, -0.631, -0.011], [-0.426, 0.340, -0.628], [-0.193, 0.292, 0.296], [0.273, -0.393, 0.335], [0.044, 0.388, -0.142], [0.420, 0.681, -1.314], [0.102, -0.495, 0.301], [-0.265, 0.305, 0.211], [-0.248, -0.345, -0.160], [0.479, 0.176, 0.568], [-0.987, -0.216, -0.226], [0.210, -0.008, 0.153], [-1.070, -0.006, -1.272], [0.756, -0.087, 1.187], [0.087, 0.028, 0.151], [0.082, -0.002, 0.189], [0.107, 0.050, 0.134]]}



(2)
{"formula": "C4H13NO3", "method": "the ωB97M-V functional and the def2-TZVPD basis", "max_force_ha_per_bohr": 0.110, "lumo_ev": -3.345, "multiplicity": 1, "total_charge": 0, "e_tot_ev": -11984.9623, "elements": ["C", "N", "C", "C", "C", "O", "H", "H", "H", "H", "H", "H", "H", "H", "H", "H", "H", "O", "H", "H", "O"], "coordinates": [[-0.524, 1.037, -0.205], [-0.786, -0.288, 0.360], [0.678, -0.724, 0.843], [-1.778, -1.130, -0.223], [-1.841, -1.271, -1.720], [-0.641, -2.116, -2.192], [-1.414, 1.562, -0.632], [-0.097, 1.705, 0.574], [0.225, 0.964, -1.007], [1.127, 0.203, 1.232], [1.241, -1.095, -0.023], [0.604, -1.518, 1.629], [-2.224, -1.813, 0.434], [-1.599, -0.233, -2.095], [-2.716, -1.776, -2.195], [-0.476, -2.462, -1.278], [1.671, 2.548, 2.893], [1.128, 2.395, 2.151], [1.899, 1.902, 1.346], [3.453, 1.803, 0.358], [2.588, 1.315, 0.550]], "forces_ev_per_angstrom": [[-0.508, 1.115, -1.417], [-1.505, -1.968, -2.791], [-1.370, -0.832, 2.092], [4.878, 2.594, 1.147], [0.658, 1.475, -2.043], [-2.021, 1.073, 3.380], [0.344, -0.835, 0.450], [-0.149, -0.578, -0.019], [0.097, 0.081, 0.326], [-0.196, -0.604, -0.076], [-0.584, 0.295, -0.112], [-0.033, 0.694, -0.669], [-0.125, -1.416, 0.872], [-0.805, -1.245, -0.185], [0.434, 0.851, 0.821], [0.981, -0.583, -1.438], [0.763, 0.302, 1.364], [-0.910, -0.641, -1.677], [0.168, 0.481, 0.236], [-2.054, -0.993, 0.545], [1.938, 0.733, -0.805]]}